Entry 1:
A structure of composition C19H38MoNO4P3, computed with ωB97M-V/def2-TZVPD.

The calculation puts the total energy at -59676.3558 eV. As for the multiplicity: 3. The HOMO energy (alpha / beta) is -19.9331 / -19.8425 eV. As for the net charge: +4. The value obtained for the strongest force on any atom is 9.59 eV/Å. The calculation puts the energy relative to the best compared isomer or geometry (same formula, charge and spin) at 2.219 eV. For the gap between HOMO and LUMO (alpha / beta), the calculation gives 6.456 / 3.044 eV.

Element x y z (Å)
P -1.1810 1.9221 1.9676
C -1.3896 1.2830 3.6473
H -1.9823 2.0040 4.2214
H -0.4075 1.1550 4.1123
H -1.8976 0.3127 3.6387
C -0.1109 3.3603 2.2389
H -0.1162 4.0440 1.3846
H 0.9079 2.9897 2.4000
H -0.4523 3.8945 3.1370
C -2.8100 2.6107 1.5739
H -3.0573 3.3542 2.3402
H -3.5631 1.8129 1.5846
H -2.8210 3.0850 0.5880
P -1.8418 -1.1424 -1.9921
C -2.5250 -2.6144 -1.1710
H -3.0992 -3.1936 -1.9089
H -3.1886 -2.3281 -0.3457
H -1.7249 -3.2464 -0.7648
C -3.3459 -0.3496 -2.6537
H -3.0965 0.4328 -3.3797
H -3.9073 0.1092 -1.8283
H -3.9822 -1.1025 -3.1394
C -1.0536 -1.8759 -3.4707
H -1.8225 -2.3537 -4.0931
H -0.3170 -2.6340 -3.1688
H -0.5387 -1.1082 -4.0628
P 2.8670 -0.4525 -0.4336
C 3.5400 -1.9348 0.3412
H 4.6116 -1.7680 0.4989
H 3.3999 -2.8062 -0.3082
H 3.0437 -2.1370 1.2952
C 3.6710 -0.4964 -2.0616
H 4.7233 -0.7687 -1.9184
H 3.6110 0.4648 -2.5778
H 3.1870 -1.2573 -2.6837
C 3.6664 0.8938 0.4664
H 4.7511 0.7212 0.4389
H 3.3099 0.8947 1.5037
H 3.4372 1.8670 0.0209
Mo -0.1291 0.8764 -1.2000
C -1.2639 -0.0901 0.6887
O -1.7916 -0.9424 1.2966
C 0.6489 -1.3564 -0.5818
O 0.5274 -2.5091 -0.4087
C 0.8398 1.4655 -3.0270
C 1.4962 2.1132 -1.9729
C 0.7565 2.8523 -1.0324
C -0.6379 2.9962 -1.1916
C -1.2845 2.3547 -2.2565
C -0.5454 1.5950 -3.1741
H 1.4128 0.7977 -3.6685
H 2.5652 2.0271 -1.8440
H 1.2381 3.2668 -0.1594
H -1.2118 3.5649 -0.4782
H -2.3657 2.3832 -2.3179
H -1.0425 1.0552 -3.9779
N 2.4997 -2.2709 4.7142
C 1.9273 -0.9198 4.5446
C 1.3895 -0.9034 3.1117
O 1.0587 -2.0596 2.7063
O 1.3465 0.1971 2.5252
H 1.8771 -2.9411 4.2204
H 2.6432 -2.5077 5.6960
H 3.4286 -2.2931 4.2760
H 1.0950 -0.8016 5.2417
H 2.6883 -0.1575 4.7047

=====

Entry 2:
A structure of composition C19H38N3O7P2ReSi2, computed with ωB97M-V/def2-TZVPD.

The calculation puts the total energy at -75588.8421 eV. As for the multiplicity: 2. The HOMO energy (alpha / beta) is -10.2978 / -10.3015 eV. As for the net charge: +1. The value obtained for the strongest force on any atom is 3.15 eV/Å. The calculation puts the energy relative to the best compared isomer or geometry (same formula, charge and spin) at 1.168 eV. For the gap between HOMO and LUMO (alpha / beta), the calculation gives 6.280 / 7.071 eV.

Element x y z (Å)
Re 0.4778 -0.1952 -0.1199
C -1.7295 2.1930 3.1743
Si 0.0550 1.9108 2.5352
C 1.3148 3.3141 2.8139
C 0.7383 0.3999 3.4680
N -0.1556 1.5268 0.8054
C -0.6374 2.4734 -0.0410
C -0.9741 3.7879 0.2952
C -1.4051 4.6777 -0.6688
C -1.4865 4.2842 -1.9999
C -1.1727 2.9902 -2.3644
C -0.7903 2.0500 -1.4019
N -0.5365 0.7368 -1.6359
Si -0.8764 0.0530 -3.2617
C -0.7933 -1.8424 -3.2689
C 0.3882 0.8435 -4.4659
C -2.7050 0.4335 -3.6840
H -1.8025 1.9199 4.2213
H -2.4371 1.5886 2.6129
H -2.0571 3.2231 3.0941
H 1.5206 3.4119 3.8757
H 0.9989 4.2875 2.4553
H 2.2543 3.0730 2.3218
H 0.4403 0.4494 4.5097
H 1.8237 0.3995 3.4511
H 0.3774 -0.5402 3.0648
H -0.8816 4.1102 1.3155
H -1.6517 5.6892 -0.3889
H -1.7890 4.9951 -2.7512
H -1.1944 2.7074 -3.4007
H 0.1882 -2.2144 -3.0089
H -1.0275 -2.2057 -4.2641
H -1.5114 -2.2767 -2.5804
H 1.0939 1.4877 -3.9485
H -0.0940 1.4355 -5.2373
H 0.9550 0.0677 -4.9691
H -3.3795 -0.1273 -3.0433
H -2.9088 0.1309 -4.7058
H -2.9722 1.4790 -3.5962
C 5.2506 -0.9455 -1.2392
C 4.0162 -1.5178 -0.5852
O 4.2286 -2.7836 0.0163
P 2.6358 -1.8365 -1.7480
O 2.5611 -0.7349 -2.8686
O 3.0427 -3.1219 -2.5857
O 1.3173 -2.0017 -1.0935
P 3.2534 -0.2858 0.5736
O 2.1419 -1.2464 1.3422
O 4.1581 0.3263 1.5452
O 2.3936 0.5502 -0.3616
H 5.5918 -1.5684 -2.0681
H 6.0416 -0.8847 -0.4906
H 5.0324 0.0665 -1.5807
H 4.9931 -2.7277 0.6097
H 3.3052 -0.6621 -3.4663
H 3.1328 -3.9214 -2.0694
H 2.4447 -1.5073 2.2148
C -2.5265 -1.7284 3.5240
C -2.6521 -2.4379 2.1663
C -4.1067 -2.4160 1.6829
C -2.1325 -3.8781 2.2701
C -1.8025 -1.7224 1.2447
N -1.0594 -1.1267 0.5810
H -3.1557 -2.2365 4.2491
H -2.8396 -0.6922 3.4473
H -1.5016 -1.7496 3.8813
H -4.7327 -2.9550 2.3897
H -4.1977 -2.8911 0.7107
H -4.4708 -1.3958 1.6046
H -2.6980 -4.4169 3.0254
H -1.0829 -3.8881 2.5514
H -2.2395 -4.3912 1.3192

=====

Entry 3:
A structure of composition C19H38N4ORuSeSi, computed with ωB97M-V/def2-TZVPD.

The calculation puts the total energy at -104130.9201 eV. As for the multiplicity: 2. The HOMO energy (alpha / beta) is -10.2386 / -10.2148 eV. As for the net charge: +1. The value obtained for the strongest force on any atom is 0.53 eV/Å. The calculation puts the energy relative to the best compared isomer or geometry (same formula, charge and spin) at 1.351 eV. For the gap between HOMO and LUMO (alpha / beta), the calculation gives 7.775 / 6.905 eV.

Element x y z (Å)
Ru 0.3332 0.0812 -0.5103
C 1.9603 -0.9225 -3.3343
C 2.9233 -0.0365 -2.5867
N 2.4253 0.3754 -1.2423
C 3.4198 0.0302 -0.1975
C 2.8469 0.4283 1.1360
N 1.5730 -0.3202 1.2834
C 1.9110 -1.7191 1.7304
C 1.4602 -2.8255 0.8039
C -0.0458 -2.8813 0.7112
N -0.5364 -1.9448 -0.3119
C -0.6708 -2.5743 -1.6333
C -1.1458 -1.5197 -2.6112
N -0.3102 -0.2905 -2.5527
C 0.6631 -0.1954 -3.6590
H 1.7434 -1.8083 -2.7334
H 2.4374 -1.2715 -4.2513
H 3.0937 0.8703 -3.1716
H 3.8921 -0.5244 -2.4746
H 2.3786 1.3930 -1.2389
H 4.3673 0.5401 -0.3869
H 3.6019 -1.0454 -0.2587
H 2.6317 1.4904 1.1264
H 3.5235 0.2127 1.9636
H 1.0246 0.1233 2.0216
H 1.4767 -1.8675 2.7209
H 2.9917 -1.7752 1.8513
H 1.8617 -3.7718 1.1699
H 1.8809 -2.6657 -0.1944
H -0.4791 -2.5722 1.6653
H -0.4134 -3.8904 0.5083
H -1.4611 -1.6221 -0.0326
H -1.3962 -3.3938 -1.6045
H 0.2932 -3.0014 -1.9102
H -2.1627 -1.2316 -2.3551
H -1.1562 -1.9154 -3.6278
H -0.9462 0.5015 -2.5993
H 0.8533 0.8646 -3.8390
H 0.2135 -0.6004 -4.5676
Se 0.5696 2.5484 -0.0797
C 0.4444 2.4777 1.8398
C -0.5303 1.7286 2.4995
C -0.5694 1.6916 3.8886
C 0.3525 2.4109 4.6373
C 1.3151 3.1694 3.9860
C 1.3654 3.1976 2.5985
H -1.2445 1.1613 1.9200
H -1.3361 1.1092 4.3845
H 0.3139 2.3889 5.7181
H 2.0300 3.7482 4.5566
H 2.1110 3.8074 2.1011
C -3.9775 0.7628 -1.9180
Si -3.1797 0.7576 -0.2176
C -3.5326 2.4347 0.5222
C -3.9388 -0.6101 0.8207
O -1.5884 0.4195 -0.3666
H -4.9348 1.2877 -1.8590
H -4.1871 -0.2274 -2.3297
H -3.3689 1.3162 -2.6403
H -4.5388 2.4582 0.9486
H -3.4879 3.1961 -0.2604
H -2.8348 2.7379 1.3021
H -4.9489 -0.3527 1.1467
H -3.3502 -0.7916 1.7262
H -4.0106 -1.5521 0.2676